This record from the OMol25 dataset describes an isolated molecule of C9H11Cl2NO2. The level of theory is wB97M-V/def2-TZVPD.

CARTESIAN COORDINATES (ANGSTROEM)
C -1.501 2.234 0.412
C -0.408 0.107 -0.508
C 0.768 1.651 1.276
C -0.444 1.268 0.458
C 1.507 2.265 0.093
C 2.830 0.800 2.314
C -1.247 -0.508 -3.406
C 1.459 0.467 1.893
C -1.714 -1.025 -2.122
N -2.213 3.132 0.612
O 0.435 -0.709 -0.665
O -1.626 0.017 -1.029
Cl 2.401 1.358 -0.979
Cl 1.111 3.786 -0.493
H 0.476 2.329 2.032
H 3.524 0.615 1.595
H 3.161 0.235 3.191
H 2.857 1.851 2.571
H -1.836 -0.901 -4.204
H -1.523 0.532 -3.385
H -0.192 -0.729 -3.575
H 0.823 0.294 2.701
H 1.488 -0.324 1.138
H -1.185 -1.930 -1.890
H -2.769 -1.243 -2.286

Calculated values
- 2S+1: 1
- Energy relative to the best compared isomer or geometry (same formula, charge and spin): 189.2 kJ/mol

Mulliken population analysis, charges in e, atoms 1 to 8: atom 1 (C): -0.0833, atom 2 (C): 0.7461, atom 3 (C): 0.0466, atom 4 (C): -0.3520, atom 5 (C): 0.3796, atom 6 (C): -1.4578, atom 7 (C): -1.1881, atom 8 (C): -0.3167

This record from the OMol25 dataset describes an isolated molecule of C13H17N3O4. The level of theory is wB97M-V/def2-TZVPD.

CARTESIAN COORDINATES (ANGSTROEM)
N -1.175 4.720 0.552
C -1.686 3.521 0.254
O -1.649 3.037 -0.858
C -2.403 2.854 1.403
C -2.851 1.419 1.136
N -3.900 1.042 2.124
C -1.666 0.410 1.191
O -1.481 -0.399 2.098
N -0.849 0.484 0.106
C 0.371 -0.331 0.113
C 0.463 -1.059 -1.233
C 1.441 -2.170 -1.346
C 0.990 -3.519 -1.268
C 1.911 -4.556 -1.618
C 3.323 -4.327 -1.736
C 3.737 -3.015 -1.570
C 2.838 -1.980 -1.332
C 1.560 0.608 0.316
O 2.424 0.901 -0.491
O 1.487 1.290 1.462
H -0.586 5.216 -0.133
H -1.323 5.172 1.422
H -3.225 3.449 1.675
H -1.674 2.988 2.266
H -3.270 1.455 0.121
H -4.418 0.249 1.775
H -3.442 0.689 3.003
H -1.089 1.167 -0.602
H 0.230 -0.968 0.943
H 0.633 -0.299 -2.014
H -0.545 -1.547 -1.456
H -0.029 -3.815 -1.228
H 1.577 -5.608 -1.769
H 3.926 -5.145 -2.082
H 4.781 -2.705 -1.727
H 3.197 -1.003 -1.113
H 2.372 1.773 1.616

Calculated values
- 2S+1: 1
- Structure (SMILES): NC(=O)C[C@H](N)C(=O)N[C@@H](Cc1ccccc1)C(=O)O
- Energy relative to the best compared isomer or geometry (same formula, charge and spin): 97.8 kJ/mol

Mulliken population analysis, charges in e, atoms 1 to 8: atom 1 (N): -0.3927, atom 2 (C): 0.7091, atom 3 (O): -0.7230, atom 4 (C): -0.9743, atom 5 (C): -0.0646, atom 6 (N): -0.7626, atom 7 (C): 0.4241, atom 8 (O): -0.6976

This record from the OMol25 dataset describes a cluster of 16 separate species, C18H67BO20 in total. The level of theory is wB97M-V/def2-TZVPD.

CARTESIAN COORDINATES (ANGSTROEM)
C 5.607 -0.706 2.319
C 5.012 0.644 2.772
C 3.459 0.657 2.734
C 2.878 1.476 1.577
C 3.017 0.777 0.204
C 1.710 0.139 -0.256
C 1.724 -0.254 -1.727
C 0.602 -1.226 -2.160
C -0.696 -1.097 -1.365
C -1.730 -2.184 -1.724
C -1.629 -3.467 -0.863
C -2.922 -3.832 -0.090
C -2.680 -4.065 1.412
C -2.754 -2.847 2.374
C -2.949 -1.458 1.752
C -4.439 -1.070 1.648
C -4.752 0.031 0.647
O -3.855 -0.052 -0.464
C -4.306 0.565 -1.582
O -5.076 0.071 -2.354
O -4.707 1.323 1.216
B -3.473 1.895 1.471
O -3.047 2.001 2.805
O -2.731 2.449 0.471
H 4.930 -1.532 2.534
H 5.758 -0.688 1.237
H 6.574 -0.872 2.789
H 5.341 0.850 3.789
H 5.360 1.430 2.104
H 3.077 -0.366 2.688
H 3.096 1.086 3.673
H 1.814 1.626 1.787
H 3.340 2.467 1.567
H 3.352 1.507 -0.537
H 3.795 0.015 0.289
H 0.889 0.836 -0.063
H 1.514 -0.743 0.365
H 1.682 0.629 -2.359
H 2.683 -0.731 -1.947
H 0.354 -0.997 -3.202
H 0.958 -2.260 -2.164
H -0.524 -1.142 -0.288
H -1.143 -0.119 -1.582
H -1.586 -2.438 -2.778
H -2.736 -1.782 -1.616
H -1.363 -4.283 -1.532
H -0.786 -3.389 -0.174
H -3.715 -3.109 -0.287
H -3.282 -4.789 -0.478
H -3.390 -4.822 1.758
H -1.695 -4.520 1.531
H -1.827 -2.825 2.950
H -3.542 -3.000 3.113
H -2.491 -0.753 2.454
H -2.420 -1.340 0.809
H -4.735 -0.686 2.620
H -5.064 -1.943 1.460
H -5.764 -0.097 0.258
H -3.898 1.573 -1.736
H -2.320 1.403 3.003
H -1.885 2.777 0.793
O 0.861 2.906 -2.171
H 1.553 3.522 -2.436
H 0.184 2.996 -2.852
O -5.441 4.949 0.315
H -5.035 4.078 0.257
H -6.378 4.763 0.429
O 1.505 -4.378 -1.622
H 1.161 -4.723 -2.453
H 1.830 -5.163 -1.163
O -5.745 -1.919 4.457
H -6.112 -2.765 4.181
H -6.511 -1.343 4.549
O -2.240 3.388 -3.341
H -2.212 3.014 -2.455
H -3.141 3.235 -3.648
O 2.939 -1.843 -4.322
H 2.696 -2.257 -5.155
H 3.156 -2.577 -3.736
O -6.091 2.823 -2.920
H -5.863 1.887 -2.862
H -7.047 2.841 -3.019
O 8.088 1.263 2.113
H 8.574 0.861 1.385
H 8.512 2.123 2.212
O -1.848 -5.012 -3.885
H -1.794 -4.309 -4.540
H -2.790 -5.115 -3.721
O 1.641 5.629 -1.535
H 0.893 5.417 -0.967
H 1.647 6.589 -1.606
O 7.359 3.935 1.342
H 7.163 2.995 1.228
H 6.508 4.334 1.547
O 0.962 5.689 -4.692
H 1.077 5.522 -3.748
H 0.685 6.608 -4.746
O -5.104 3.851 4.143
H -4.506 3.422 3.519
H -4.621 4.624 4.447
O 2.568 -7.332 -0.868
H 3.195 -8.044 -1.027
H 1.777 -7.773 -0.540
O 11.003 1.556 1.710
H 11.156 0.739 2.195
H 11.174 2.251 2.354

Calculated values
- 2S+1: 1
- Energy: -61382.5123 eV

Mulliken population analysis, charges in e, atoms 1 to 8: atom 1 (C): -1.2518, atom 2 (C): 0.1538, atom 3 (C): -0.8849, atom 4 (C): -0.8090, atom 5 (C): -0.4265, atom 6 (C): -0.2837, atom 7 (C): -0.7247, atom 8 (C): -0.0834